Record 1
Computed, not measured: a cluster of 8 separate species, C5H26N2O7 in total, with ωB97M-V with the def2-TZVPD basis set.

Geometry as ORCA input:
```
! RIJCOSX wB97M-V def2-TZVPD def2/J DEFGRID3
* xyz 0 1
C -1.911 -2.382 0.023
C -2.602 -1.522 -1.047
C -1.673 -0.902 -2.095
C -0.473 -0.202 -1.441
N 0.174 0.661 -2.417
C 0.138 1.929 -2.284
N -0.619 2.803 -1.551
H -1.077 -1.886 0.517
H -2.636 -2.612 0.806
H -1.559 -3.315 -0.416
H -3.336 -2.184 -1.506
H -3.150 -0.718 -0.553
H -2.293 -0.180 -2.638
H -1.370 -1.506 -2.954
H 0.209 -0.946 -1.058
H -0.839 0.317 -0.555
H 0.815 2.372 -3.012
H -1.093 2.564 -0.677
H -0.224 3.726 -1.558
O 3.677 1.219 0.358
H 4.105 0.364 0.286
H 3.483 1.486 -0.543
O 2.742 -0.409 -2.195
H 1.928 -0.718 -2.619
H 3.478 -0.564 -2.793
O -1.848 0.589 3.906
H -2.361 -0.091 3.453
H -1.215 0.019 4.363
O 0.741 -1.477 2.664
H 1.468 -0.894 2.972
H 0.981 -1.551 1.731
O 1.885 -0.549 0.288
H 1.166 0.070 0.395
H 2.071 -0.827 -0.623
O -1.687 1.860 1.094
H -2.636 1.690 1.097
H -1.333 1.124 1.616
O 2.324 0.633 3.328
H 1.624 1.244 3.063
H 2.925 0.769 2.575
*
```

Calculated values
F_max = 1.9 eV/Å
Relative energy (zero: lowest compared OMol25 entry of this formula, charge and spin) = 36.7 kcal per mole
Electronic energy = -22919.1320 eV
SMILES string = CCCC/N=C\N.O.O.O.O.O.O.O
HOMO = -9.04 eV
Lowest unoccupied orbital energy = 0.282 eV

Mulliken population analysis, charges in e, atoms 1 to 5: C -0.9308; C -0.3826; C -1.1395; C 0.4420; N -0.4992

Record 2
Computed, not measured: a cluster of 8 separate species, C5H26N2O8 in total, with ωB97M-V with the def2-TZVPD basis set.

Geometry as ORCA input:
```
! RIJCOSX wB97M-V def2-TZVPD def2/J DEFGRID3
* xyz 0 1
N 1.145 -2.619 -0.856
C 1.147 -1.232 -1.241
C 0.117 -0.828 -2.321
C -1.048 0.157 -2.013
C -0.854 1.197 -0.909
N -0.141 2.355 -1.476
C -2.122 1.644 -0.105
O -2.208 2.220 0.975
H 1.276 -3.326 -1.493
H 1.681 -2.802 -0.033
H 0.845 -0.782 -0.228
H 2.174 -0.855 -1.405
H 0.628 -0.357 -3.242
H -0.321 -1.838 -2.600
H -1.429 0.755 -3.003
H -1.997 -0.414 -1.632
H -0.111 0.691 -0.230
H 0.191 3.008 -0.792
H -0.764 2.767 -2.200
H -3.041 1.407 -0.636
O 0.482 2.453 2.099
H 0.615 3.345 2.407
H -0.481 2.499 1.953
O 2.580 0.559 0.494
H 1.999 1.270 0.669
H 2.145 -0.229 0.851
O -1.621 -1.536 0.301
H -2.307 -1.846 0.867
H -0.935 -2.204 0.098
O 1.593 -1.456 1.929
H 0.798 -1.183 2.380
H 2.260 -1.233 2.547
O -0.651 -0.238 2.406
H -0.946 -0.084 1.465
H -0.564 0.707 2.688
O -2.552 -2.189 3.551
H -3.157 -1.457 3.277
H -1.653 -1.836 3.585
O 2.349 1.028 -3.028
H 3.147 1.005 -2.580
H 1.732 1.477 -2.518
*
```

Calculated values
F_max = 3.8 eV/Å
Relative energy (zero: lowest compared OMol25 entry of this formula, charge and spin) = 75.7 kcal per mole
Electronic energy = -24965.7453 eV
SMILES string = NCCC[C@@H](N)C=O.O.O.O.O.O.O.O
HOMO = -8.85 eV
Lowest unoccupied orbital energy = 0.197 eV

Mulliken population analysis, charges in e, atoms 1 to 5: N -0.5882; C 1.2264; C -1.0947; C -0.5473; C 2.5829

Record 3
Computed, not measured: a cluster of 8 separate species, C5H26NO9 in total, with ωB97M-V with the def2-TZVPD basis set.

Geometry as ORCA input:
```
! RIJCOSX wB97M-V def2-TZVPD def2/J DEFGRID3
* xyz 1 1
O -0.109 1.779 -1.735
C 0.423 0.704 -2.036
C 0.059 -0.585 -1.312
C -0.160 -0.277 0.229
C -0.317 -1.692 0.929
C 0.919 -2.622 1.032
O 1.459 -2.949 -0.232
N -1.293 -1.140 -1.845
H 1.236 0.691 -2.752
H 0.939 -1.359 -1.494
H -1.032 0.456 0.449
H 0.806 0.099 0.761
H -1.256 -2.165 0.576
H -0.402 -1.365 1.976
H 1.707 -2.028 1.690
H 0.631 -3.634 1.460
H 2.366 -3.349 -0.040
H -1.529 -2.006 -1.512
H -2.039 -0.337 -1.703
H -1.125 -1.346 -2.903
H -4.047 1.491 -0.667
H -2.782 1.880 -0.120
O -3.192 1.165 -0.494
H -1.683 4.358 -0.767
H -1.375 2.834 -1.031
O -1.865 3.445 -0.476
H 0.641 -3.559 -1.855
H 0.088 -4.098 -3.113
O -0.039 -3.274 -2.506
H 2.970 -0.940 -0.703
H 2.976 0.376 0.048
O 2.955 0.014 -0.882
H 1.958 1.407 2.083
H 3.437 1.704 2.248
O 2.801 0.989 1.846
H -0.457 2.127 2.614
H 0.065 1.036 3.767
O 0.129 1.287 2.848
H -0.966 4.254 2.072
H -1.667 3.229 1.388
O -1.233 3.402 2.162
*
```

Calculated values
F_max = 6.4 eV/Å
Relative energy (zero: lowest compared OMol25 entry of this formula, charge and spin) = 62.5 kcal per mole
Electronic energy = -25517.0284 eV
HOMO = -13.64 eV
Lowest unoccupied orbital energy = -3.068 eV

Mulliken population analysis, charges in e, atoms 1 to 5: O -0.5326; C -0.5715; C 0.3798; C 0.9131; C -0.9946

Record 4
Computed, not measured: a cluster of 9 separate species, C5H26O10 in total, with ωB97M-V with the def2-TZVPD basis set.

Geometry as ORCA input:
```
! RIJCOSX wB97M-V def2-TZVPD def2/J DEFGRID3
* xyz 0 1
C 4.165 -0.407 -1.472
C 2.823 0.144 -1.934
C 2.410 1.432 -1.197
C 2.287 1.271 0.321
C 1.276 0.260 0.787
O 1.288 -0.270 1.885
O 0.332 -0.013 -0.113
H 4.457 -1.234 -2.126
H 4.119 -0.797 -0.452
H 4.962 0.335 -1.530
H 2.018 -0.582 -1.840
H 2.869 0.384 -3.001
H 1.446 1.763 -1.595
H 3.126 2.218 -1.425
H 3.252 0.977 0.748
H 2.038 2.228 0.791
H -0.257 -0.881 0.096
O 0.657 -2.879 2.105
H 0.998 -1.964 2.184
H 0.362 -3.116 2.995
O -2.105 -0.788 -3.620
H -2.132 -0.026 -2.993
H -1.569 -0.496 -4.359
O -1.968 1.478 -0.580
H -2.611 1.088 0.095
H -1.135 0.972 -0.419
O -1.333 3.334 1.275
H -1.626 2.774 0.518
H -0.792 4.060 0.951
O -3.381 0.337 1.361
H -3.026 -0.556 1.250
H -2.897 0.732 2.128
O -1.582 1.400 3.144
H -0.750 0.923 2.998
H -1.427 2.249 2.677
O -1.150 -1.981 0.307
H -1.222 -2.414 -0.597
H -0.560 -2.510 0.915
O -1.306 -2.920 -2.204
H -1.569 -2.162 -2.786
H -1.993 -3.595 -2.332
*
```

Calculated values
F_max = 1.2 eV/Å
Relative energy (zero: lowest compared OMol25 entry of this formula, charge and spin) = 0.0 kcal per mole
Electronic energy = -26084.5576 eV
SMILES string = CCCCC(=O)O.O.O.O.O.O.O.O.O
HOMO = -10.77 eV
Lowest unoccupied orbital energy = 0.313 eV

Mulliken population analysis, charges in e, atoms 1 to 5: C -1.2399; C -0.2361; C -0.7051; C -0.6733; C 0.6517

Record 5
Computed, not measured: a cluster of 8 separate species, C5H27N2O7 in total, with ωB97M-V with the def2-TZVPD basis set.

Geometry as ORCA input:
```
! RIJCOSX wB97M-V def2-TZVPD def2/J DEFGRID3
* xyz 0 2
C -0.231 -1.446 -0.459
C -1.762 -1.504 -0.953
C -2.882 -0.948 -0.057
N -2.106 -1.236 3.601
C -2.822 -1.293 2.355
C -2.419 -0.574 1.310
N 0.278 -0.080 -0.189
H 0.475 -1.843 -1.184
H -0.347 -2.064 0.443
H -1.843 -0.937 -1.880
H -1.897 -2.583 -1.169
H -3.735 -1.651 -0.011
H -3.383 -0.056 -0.493
H -1.483 -2.000 3.810
H -2.442 -0.780 4.427
H -3.559 -2.043 2.332
H -1.588 0.143 1.458
H 1.296 -0.148 -0.304
H 0.017 0.544 -0.978
H 0.056 0.339 0.743
H 2.591 2.676 -1.951
H 3.006 1.389 -1.562
O 3.160 1.987 -2.325
H 0.563 3.245 -0.365
H -0.964 3.592 -0.582
O -0.232 3.043 -0.878
H 3.035 4.569 0.227
H 4.061 3.501 0.137
O 3.094 3.609 0.152
H -0.750 0.352 3.162
H 0.222 1.702 2.969
O -0.097 0.854 2.665
H 2.100 -0.461 -2.735
H 2.764 -1.644 -1.829
O 1.988 -1.092 -1.953
H 0.077 2.051 -2.399
H -0.316 1.231 -3.496
O 0.197 1.065 -2.678
H 2.563 -3.615 -0.146
H 1.679 -4.374 0.618
O 1.633 -3.518 0.168
*
```

Calculated values
F_max = 3.3 eV/Å
Relative energy (zero: lowest compared OMol25 entry of this formula, charge and spin) = 0.0 kcal per mole
Electronic energy = -22931.2625 eV
HOMO (alpha / beta) = -2.40 / -9.66 eV
Lowest unoccupied orbital energy (alpha / beta) = 0.090 / 0.007 eV

Mulliken population analysis, charges in e, atoms 1 to 5: C -1.3363; C -0.6278; C -0.5631; N -0.5923; C -0.2690

Record 6
Computed, not measured: a cluster of 9 separate species, C5H27NO10 in total, with ωB97M-V with the def2-TZVPD basis set.

Geometry as ORCA input:
```
! RIJCOSX wB97M-V def2-TZVPD def2/J DEFGRID3
* xyz 1 2
C 0.482 -0.897 2.012
N 0.931 0.274 1.376
C 0.595 0.608 -0.052
C 1.701 -0.076 -0.930
C 1.852 1.100 2.133
C 3.293 0.580 2.042
O 4.100 1.709 1.452
O -0.259 -1.732 1.462
H 0.938 -1.109 2.929
H -0.433 0.352 -0.398
H 0.634 1.685 -0.197
H 1.326 -0.301 -1.895
H 2.132 -1.127 -0.589
H 2.613 0.452 -1.184
H 1.945 2.168 1.629
H 1.460 1.358 3.216
H 3.588 0.262 2.949
H 3.431 -0.108 1.276
H 3.692 1.904 0.572
H -2.944 -2.028 -2.218
H -3.997 -0.832 -3.040
O -3.138 -1.303 -2.890
H -1.604 -0.995 -2.862
H -0.609 0.060 -2.444
O -0.659 -0.835 -2.784
H -1.931 3.122 -0.684
H -1.955 2.355 0.525
O -1.328 2.720 -0.150
H 0.716 -2.329 -0.802
H 0.164 -2.705 -2.248
O 0.159 -2.809 -1.274
H -3.101 0.508 1.218
H -4.058 1.528 1.259
O -3.397 1.138 0.647
H 3.283 4.163 -0.732
H 2.049 3.494 -1.155
O 2.741 3.392 -0.611
H -2.485 -4.046 -1.459
H -1.528 -3.009 -1.123
O -2.506 -3.144 -1.073
H -2.305 -2.074 1.285
H -2.630 -1.834 2.855
O -2.955 -1.638 1.957
*
```

Calculated values
F_max = 7.2 eV/Å
Relative energy (zero: lowest compared OMol25 entry of this formula, charge and spin) = 68.3 kcal per mole
Electronic energy = -27576.9732 eV
HOMO (alpha / beta) = -13.47 / -13.47 eV
Lowest unoccupied orbital energy (alpha / beta) = -3.924 / -8.294 eV

Mulliken population analysis, charges in e, atoms 1 to 5: C -0.1462; N 0.3656; C 0.0584; C -1.5120; C -0.6572

Q: What is the electronic energy in the second record?
A: -24965.7453 eV

Q: Among the records above, which one has the lowest electronic energy?
A: C5H27NO10